Record 1
Computed, not measured: the molecule C9H18N2O at a distorted geometry, with ωB97M-V/def2-TZVPD.

## Properties
HOMO = -8.02 eV
LUMO = 0.97 eV
frontier orbital gap = 8.989 eV
energy above the lowest of the compared OMol25 structures with the same formula, charge and spin = 50.9 kcal per mole
SMILES string = CC(C)O/N=C\[C@@H]1CCCN1C
total energy = -538.363509 hartree

Geometry as XYZ:
```
30
Properties=species:S:1:pos:R:3:mulliken_charge:R:1
N 1.083 2.103 -0.497 -0.63
O 2.174 1.206 -0.169 -0.09
C 0.034 1.907 0.212 -0.40
N -1.349 1.178 2.201 0.18
C -1.249 1.862 3.378 -1.08
C 4.412 0.594 -0.879 -1.38
C 2.386 -0.508 -1.929 -1.33
C -2.335 0.093 2.024 -0.74
C -1.896 -0.650 0.768 -0.68
C 2.945 0.790 -1.331 0.59
C -0.368 -0.473 0.827 -0.10
C -0.102 0.922 1.438 0.01
H -0.861 2.569 0.206 0.40
H -2.331 2.049 3.805 0.28
H -0.788 2.809 3.251 0.31
H -0.645 1.276 4.097 0.38
H 4.887 1.540 -0.621 0.34
H 5.019 0.196 -1.680 0.41
H 4.468 -0.145 -0.083 0.34
H 2.506 -1.388 -1.284 0.30
H 2.847 -0.651 -2.922 0.39
H 1.266 -0.464 -2.035 0.35
H -3.300 0.532 1.937 0.36
H -2.329 -0.517 2.944 0.35
H -2.211 -1.654 0.828 0.38
H -2.185 -0.160 -0.166 0.29
H 2.776 1.649 -2.048 0.32
H 0.038 -1.189 1.543 0.35
H 0.203 -0.633 -0.143 -0.24
H 0.779 1.031 2.204 0.34
```

***

Record 2
Computed, not measured: the ion C9H18N2O3 with charge +2 at a distorted geometry, with ωB97M-V/def2-TZVPD.

## Properties
HOMO = -18.16 eV
LUMO = -8.81 eV
frontier orbital gap = 9.352 eV
energy above the lowest of the compared OMol25 structures with the same formula, charge and spin = 0.0 kcal per mole
SMILES string = COC(=O)O[N@@+]1(C)C[C@H](C)[N+](C)=C1C
total charge = +2
total energy = -688.196528 hartree

Geometry as XYZ:
```
32
Properties=species:S:1:pos:R:3:mulliken_charge:R:1
C -0.714 -0.972 -0.174 0.71
C -0.077 1.664 2.182 0.76
C 0.253 1.015 -0.944 -0.78
C 1.307 -0.122 -0.929 0.24
C -1.799 -1.924 0.046 -1.26
C 2.204 -0.043 -2.178 -1.26
C 0.922 -2.678 -0.866 -1.06
C -2.112 1.137 0.111 -0.49
C 0.718 2.199 4.278 -0.69
N 0.462 -1.297 -0.639 0.22
N -0.819 0.555 0.082 0.32
O -0.276 2.772 1.807 -0.47
O 0.328 1.206 3.352 -0.32
O -0.302 0.518 1.420 -0.34
H 0.573 2.020 -0.555 0.40
H -0.282 1.070 -1.939 0.42
H 1.798 0.162 0.108 0.27
H -1.255 -2.962 0.234 0.30
H -2.331 -2.041 -0.961 0.37
H -2.559 -1.655 0.728 0.47
H 1.693 -0.506 -3.045 0.43
H 2.959 -0.775 -2.137 0.41
H 2.234 1.030 -2.418 0.37
H 0.565 -3.375 -0.062 0.49
H 2.049 -2.576 -0.690 0.38
H 0.839 -3.017 -1.950 0.35
H -2.150 2.114 0.592 0.29
H -2.501 1.256 -0.957 0.33
H -2.742 0.381 0.689 0.21
H -0.011 2.171 4.975 0.31
H 0.702 3.232 3.859 0.37
H 1.733 1.950 4.713 0.26
```

***

Record 3
Computed, not measured: the ion C9H18N2P with charge +1 at a distorted geometry, with ωB97M-V/def2-TZVPD.

## Properties
HOMO = -12.56 eV
LUMO = -2.87 eV
frontier orbital gap = 9.686 eV
energy above the lowest of the compared OMol25 structures with the same formula, charge and spin = 0.0 kcal per mole
SMILES string = [H]/N=C(\C)[C@]1(P=C)CC[N@H+](C)CC1
total charge = +1
total energy = -804.257855 hartree

Geometry as XYZ:
```
30
Properties=species:S:1:pos:R:3:mulliken_charge:R:1
C -2.667 -1.257 2.229 -0.50
C 0.105 -1.479 0.808 0.45
C -0.847 -0.250 -1.196 -1.06
C -0.594 0.944 0.959 -1.31
C 0.379 0.415 -1.699 -1.15
C 0.686 1.569 0.449 -1.09
C -0.901 -0.365 0.298 1.30
C 0.039 -2.860 0.251 -1.66
C 1.925 2.501 -1.542 -0.89
N 1.046 -1.131 1.558 -0.58
N 0.675 1.773 -1.032 0.01
P -2.660 -0.937 0.646 -0.07
H -3.552 -1.697 2.656 0.33
H -1.732 -1.453 2.828 0.24
H -1.638 0.640 -1.328 0.34
H -1.079 -1.113 -1.844 0.38
H -0.327 0.897 2.009 0.38
H -1.419 1.539 0.787 0.73
H 1.245 -0.201 -1.504 0.42
H 0.415 0.504 -2.732 0.67
H 0.831 2.533 0.958 0.46
H 1.362 0.791 0.603 0.65
H -0.932 -3.000 -0.194 0.38
H 0.411 -3.563 1.016 0.47
H 0.714 -3.092 -0.525 0.35
H 2.716 1.785 -1.702 0.36
H 1.725 2.811 -2.550 0.41
H 2.533 3.209 -0.862 0.32
H 1.691 -1.853 1.853 0.28
H -0.150 2.341 -1.197 0.38
```

***

Record 4
Computed, not measured: a structure of composition C9H18N4OPd at a distorted geometry, with ωB97M-V/def2-TZVPD.

## Properties
spin multiplicity = 2
HOMO (spin up / spin down) = -20.91 / -20.89 eV
LUMO (spin up / spin down) = -12.21 / -14.09 eV
frontier orbital gap (spin up / spin down) = 8.694 / 6.798 eV
energy above the lowest of the compared OMol25 structures with the same formula, charge and spin = 0.0 kcal per mole
total charge = +3
total energy = -774.728972 hartree

Geometry as XYZ:
```
33
Properties=species:S:1:pos:R:3:lowdin_spin:R:1
Pd 0.176 -0.100 0.665 0.02
N -0.454 -2.293 0.670 0.00
C -0.002 -2.878 1.955 0.00
C 1.318 -2.253 2.330 0.00
N 1.111 -0.807 2.503 0.00
C 2.325 0.010 2.665 0.00
C 1.932 1.465 2.604 0.00
N 1.341 1.739 1.273 0.01
H -1.441 -2.495 0.527 0.00
H 0.042 -2.733 -0.103 0.00
H 0.112 -3.961 1.883 0.00
H -0.757 -2.681 2.717 0.00
H 2.054 -2.407 1.539 0.00
H 1.711 -2.717 3.240 0.00
H 0.472 -0.638 3.281 0.00
H 3.020 -0.235 1.859 0.00
H 2.830 -0.205 3.612 0.00
H 2.808 2.090 2.788 0.00
H 1.196 1.703 3.372 0.00
H 2.078 1.836 0.576 0.00
H 0.840 2.624 1.288 0.00
O -0.648 0.604 -1.245 0.54
N -1.341 0.715 -2.303 0.17
C -0.672 0.619 -3.535 0.02
C -1.283 1.030 -4.669 0.03
C -2.537 1.681 -4.643 0.16
C -3.137 1.865 -3.376 0.03
C -2.532 1.458 -2.238 0.02
H 0.337 0.233 -3.485 0.00
H -0.827 0.809 -5.628 0.00
H -3.053 1.953 -5.556 0.01
H -4.133 2.291 -3.325 0.00
H -2.885 1.677 -1.240 0.00
```

***

Record 5
Computed, not measured: a cluster of 2 separate species, C9H18NO in total at a distorted geometry, with ωB97M-V/def2-TZVPD.

## Properties
HOMO (spin up / spin down) = -11.36 / -11.36 eV
LUMO (spin up / spin down) = -3.35 / -3.35 eV
frontier orbital gap (spin up / spin down) = 8.009 / 8.005 eV
energy above the lowest of the compared OMol25 structures with the same formula, charge and spin = 81.5 kcal per mole
total charge = +1
total energy = -483.291138 hartree

Geometry as XYZ:
```
29
Properties=species:S:1:pos:R:3:mulliken_charge:R:1
C 2.991 -0.629 0.738 -0.95
C 1.908 -1.344 0.413 -0.28
C 3.215 0.429 -0.231 0.62
C 1.293 -0.714 -0.703 -0.12
C 3.192 1.897 0.180 -1.16
C -2.076 1.014 -0.985 -0.95
C -2.193 -1.535 -0.786 -0.92
C -3.100 -0.058 1.000 -0.84
C -0.608 -0.095 0.672 -1.21
N -2.008 -0.068 -0.003 0.18
O 2.062 0.220 -1.172 -0.39
H 3.602 -0.884 1.553 0.49
H 1.489 -2.210 0.825 0.57
H 4.151 0.169 -0.913 0.30
H 0.488 -0.978 -1.321 0.60
H 4.246 2.399 0.082 0.33
H 2.759 1.904 1.293 0.31
H 2.638 2.498 -0.504 0.32
H -2.120 1.960 -0.431 0.41
H -1.268 1.049 -1.670 0.34
H -3.106 0.926 -1.484 0.38
H -1.578 -2.319 -0.342 0.33
H -3.206 -1.608 -0.781 0.50
H -1.690 -1.589 -1.820 0.34
H -3.177 -1.154 1.369 0.36
H -2.718 0.539 1.741 0.40
H -4.126 0.275 0.698 0.29
H -0.446 0.848 1.179 0.36
H -0.614 -0.942 1.403 0.40
```

***

Record 6
Computed, not measured: a cluster of 3 separate species, C9H19BF4NO5 in total at a distorted geometry, with ωB97M-V/def2-TZVPD.

## Properties
HOMO = -6.20 eV
LUMO = 2.87 eV
frontier orbital gap = 9.075 eV
total charge = -1
total energy = -1209.895574 hartree

Geometry as XYZ:
```
39
Properties=species:S:1:pos:R:3:mulliken_charge:R:1
B -2.182 2.718 0.350 0.58
F -3.331 2.743 1.150 -0.38
F -1.116 2.168 1.136 -0.40
F -2.375 1.879 -0.762 -0.39
F -1.784 4.004 -0.063 -0.41
C -3.286 -3.157 -2.023 -0.83
O -2.195 -2.729 -1.272 -0.27
C -2.146 -1.332 -1.049 -0.77
C -0.806 -0.981 -0.456 -0.21
N -0.596 -1.567 0.864 -0.38
C 0.676 -1.159 1.417 -0.48
C 1.223 -2.165 2.417 -0.65
O 1.127 -3.519 2.035 -0.37
C 1.739 -3.791 0.793 -0.58
H -3.099 -3.056 -3.100 0.29
H -4.209 -2.580 -1.841 0.33
H -3.574 -4.169 -1.737 0.25
H -2.901 -1.005 -0.324 0.34
H -2.267 -0.755 -1.972 0.40
H -0.673 0.101 -0.476 0.22
H -0.027 -1.340 -1.166 0.31
H -0.631 -2.566 0.702 0.31
H 0.545 -0.235 1.989 0.32
H 1.413 -0.932 0.630 0.35
H 0.646 -2.080 3.336 0.34
H 2.266 -1.896 2.634 0.38
H 1.647 -4.860 0.596 0.24
H 2.788 -3.477 0.808 0.30
H 1.239 -3.321 -0.062 0.18
C 1.783 4.392 0.308 -0.27
C 1.444 3.288 -0.709 0.40
O 2.724 3.012 -1.294 -0.36
C 3.559 4.038 -1.073 0.62
O 4.622 4.183 -1.593 -0.56
O 3.038 4.902 -0.174 -0.37
H 1.831 3.941 1.298 0.25
H 1.114 5.245 0.285 0.25
H 0.708 3.636 -1.432 0.21
H 1.063 2.425 -0.173 -0.18
```